Below is C35H29N3O2PS6Sr as an isolated structure, with properties calculated with ωB97M-V/def2-TZVPD.

Output
Net charge ... -2
LUMO (alpha / beta) ... 3.892 / 3.284 eV
E_HOMO (alpha / beta) ... -0.6 / -0.6 eV
Relative energy (zero: lowest compared OMol25 entry of this formula, charge and spin) ... 108.16 kcal per mole
Multiplicity ... 2

XYZ file:
```
77
Properties=species:S:1:pos:R:3:forces:R:3:mulliken_spin:R:1
C 4.19350 1.80920 2.04520 0.3 0.0 0.1 0.00
C 2.66050 -1.95470 0.00220 -0.2 -0.2 -0.1 0.01
H 4.04190 0.28800 0.53930 0.0 0.0 -0.1 0.00
C -0.83190 2.99450 2.72000 1.1 0.9 0.4 0.00
H 5.14500 -2.69030 -2.17160 0.0 -0.1 0.0 0.00
O 2.42640 0.80270 -1.30340 0.9 -1.1 1.1 0.00
C 3.78520 0.58580 1.54390 0.0 -0.2 0.1 0.00
H 0.33640 0.30240 -3.40180 0.0 0.0 0.0 -0.02
H -5.59660 0.22740 -0.42160 0.0 -0.1 0.1 0.00
N -2.44940 0.20040 -1.70080 0.7 -0.2 0.4 0.02
H 0.68870 1.87060 -4.17330 -0.1 0.2 -0.1 0.00
H 4.13460 3.17290 3.69420 0.0 0.1 0.0 0.00
H -0.69610 -4.21520 3.92740 0.0 0.0 -0.1 0.00
C 3.73420 -5.42090 2.68660 0.0 -0.1 0.0 0.00
S 1.38560 4.44530 3.10120 -0.2 -0.1 -0.2 0.00
C 4.15240 -2.46410 -1.79600 0.3 -0.1 0.0 0.00
H 1.00490 -1.95540 -2.91470 0.0 0.0 -0.1 0.00
H 3.23420 -2.52820 -3.73140 0.1 0.0 -0.1 0.00
C 3.00250 1.40330 4.08680 0.0 0.0 0.2 0.00
H 1.98610 0.65510 -3.97230 0.3 -0.1 0.0 0.00
C -1.41110 -2.92570 2.38630 0.0 0.4 -0.6 -0.01
H 3.35200 2.64400 -3.11350 0.0 -0.3 -0.1 0.00
C 4.46630 -2.80570 3.25640 -0.2 0.2 -0.2 0.00
C 0.20930 4.88280 4.32500 0.0 -0.2 -0.4 0.00
C -2.40270 1.52200 -2.11760 0.0 1.5 -0.5 0.01
H 2.98910 3.60050 -1.66220 -0.1 0.0 0.2 0.00
S -1.87310 -2.28720 -2.28470 0.8 1.2 0.0 0.52
H -2.95640 -4.69270 4.82850 0.0 0.0 0.1 0.00
C 3.08120 -2.35180 -2.67070 -0.2 0.0 -0.3 0.00
C -2.51170 -2.29550 1.77980 -0.6 -0.7 0.9 0.02
C -3.49510 2.30760 -2.08680 0.5 -0.2 -0.1 0.01
C 1.82170 -2.02000 -2.20330 0.2 -0.3 -0.1 0.00
H -1.46100 1.83540 -2.55650 -0.1 0.0 0.2 -0.01
H 4.79910 2.46120 1.43200 0.0 0.1 -0.1 0.00
S 1.47910 1.75060 -1.87020 0.0 1.5 -3.0 -0.01
O 0.41440 5.72250 5.17270 0.1 0.4 0.5 0.00
H 4.74440 -1.78500 3.48130 0.0 0.1 0.0 0.00
H -4.64750 -2.09520 1.88140 0.0 0.0 0.0 0.00
C -1.56850 -3.76290 3.46900 0.0 -0.1 0.2 0.00
C 1.08620 1.07990 -3.54710 0.0 0.1 0.6 0.05
Sr 0.03630 -0.05110 0.24400 -1.3 0.2 0.9 0.03
C 2.98900 -4.36980 2.19160 0.0 0.0 0.0 0.00
H -0.43060 -2.73350 1.96070 0.0 -0.1 0.1 0.00
C -4.71930 0.59580 -0.93080 -0.2 0.8 -0.2 0.02
C 3.35210 -3.05000 2.46320 -0.3 -0.1 0.2 0.00
H -5.61790 2.39590 -1.61820 -0.1 0.0 0.0 0.00
C -1.58000 -0.66570 -2.23450 -1.7 -1.8 0.2 0.41
C 0.41430 3.23780 2.22760 -0.9 0.6 1.3 0.00
S 1.09030 2.53040 0.84780 0.8 0.2 -0.5 0.00
H 1.90470 -0.43490 4.15750 -0.1 0.0 0.1 0.00
C -3.78480 -2.57150 2.32200 0.1 0.2 -0.2 -0.02
S -1.97860 1.92170 2.10470 -0.8 -1.1 -0.5 0.00
C 1.56000 -1.78130 -0.85040 0.0 -0.4 -0.1 -0.01
C -3.51180 -0.14320 -0.76120 0.2 -0.1 -0.6 -0.01
S -1.27170 3.96270 4.16680 0.0 -0.3 -0.3 0.00
C -3.93080 -3.41740 3.39890 0.0 -0.1 0.1 0.00
C -4.72180 1.79400 -1.56040 -0.4 -0.3 0.2 0.00
C 5.21300 -3.86230 3.75070 0.2 0.0 0.1 0.00
P 2.22650 -1.79010 1.75340 0.6 -0.1 0.0 0.00
C 2.57250 0.19460 3.58090 0.0 -0.1 0.1 0.00
N -2.30200 -1.47350 0.70270 0.2 1.0 -1.4 -0.01
H 2.10990 -4.54920 1.58470 0.0 -0.1 0.0 0.00
C 2.56410 3.09820 -2.52390 -0.7 -0.2 0.5 0.00
N -3.41790 -0.93500 0.24300 0.3 -0.9 1.0 0.01
H 5.42700 -5.98790 3.87940 0.0 0.0 0.0 0.00
H -4.91850 -3.60350 3.80570 -0.1 0.0 0.0 0.00
C 2.97620 -0.23290 2.31740 0.0 -0.1 0.1 0.00
H 4.75840 -2.42380 0.25550 0.0 0.0 0.0 0.00
H 3.45260 -6.44170 2.46580 -0.1 -0.1 0.0 0.00
C 3.82220 2.21080 3.31620 0.2 0.0 -0.1 0.00
H 1.97550 3.79150 -3.11330 -0.1 0.2 -0.1 0.00
H 2.67990 1.73600 5.06430 -0.1 0.0 0.0 0.00
C 3.93660 -2.29520 -0.44340 0.2 0.1 0.1 0.00
H -3.44060 3.32940 -2.43750 0.1 -0.1 0.0 0.00
C -2.83110 -4.02600 3.98500 0.1 -0.1 0.1 0.00
H 6.08940 -3.66250 4.35420 0.0 0.0 0.1 0.00
C 4.84970 -5.16790 3.47190 0.1 -0.1 0.1 0.00
```
Positions in Å, forces in eV/Å.

Below is C43H35N5O3PV as an isolated structure, with properties calculated with ωB97M-V/def2-TZVPD.

Output
Net charge ... -1
LUMO (alpha / beta) ... 2.478 / 2.478 eV
E_HOMO (alpha / beta) ... -2.9 / -4.3 eV
Multiplicity ... 4

XYZ file:
```
88
Properties=species:S:1:pos:R:3:forces:R:3:mulliken_spin:R:1
C 2.82505 0.89274 -1.96951 0.0 -0.1 0.1 0.01
H -3.04001 4.64457 -0.55607 0.0 0.0 0.0 0.00
C 0.13783 -0.83847 4.60710 0.0 0.0 0.0 0.00
H 1.49831 -1.69549 7.58887 0.0 0.0 0.0 0.00
H 5.82048 0.43720 -3.49405 0.0 0.0 0.0 0.00
C -1.72879 3.47733 -3.43452 0.0 0.0 0.0 -0.01
C 0.93978 -4.39985 -0.79475 0.0 0.0 0.0 0.00
C -3.62375 -3.81209 -4.33898 0.0 0.0 0.0 -0.01
H -1.51155 3.80364 -4.44730 0.0 0.0 0.0 0.00
H 5.65618 1.64304 1.07265 0.0 0.0 0.0 0.00
C -4.33161 -2.45790 -2.46486 0.1 0.1 -0.2 0.01
C 1.05213 -2.41948 0.53912 0.0 -0.1 0.0 -0.01
H -0.70490 -1.34802 6.51542 0.0 0.0 0.0 0.00
H -3.86851 -4.51762 -5.12345 0.0 0.0 0.0 0.00
C 5.03234 0.93275 -2.93846 0.0 0.0 0.0 0.00
H -3.59114 3.89303 1.24207 0.0 0.0 0.0 0.00
C -5.40509 -0.84377 -0.99725 -0.1 0.0 -0.1 0.00
C 4.68805 1.81778 1.52614 0.0 0.0 0.0 0.00
C -2.34656 -3.32441 -4.19891 0.0 0.0 0.0 0.01
C 0.20666 -1.21218 5.94546 0.0 0.0 0.0 0.00
H -3.38720 0.51862 3.88094 0.0 0.0 0.0 0.00
C 2.45613 1.03334 2.01840 0.0 0.0 0.0 0.00
H -1.08762 -5.04950 -1.21675 0.0 0.0 0.0 0.00
H 1.42291 -5.19851 -1.34526 0.0 0.0 0.0 0.00
H -4.10871 2.88835 3.43222 0.0 0.0 0.0 0.00
C -1.66864 1.70517 -1.74092 -0.1 0.1 0.1 -0.06
N -0.27749 -2.30436 0.55361 0.1 0.1 0.0 0.03
C 3.71395 0.82800 1.46476 0.0 0.0 0.0 0.00
C 4.19628 2.86485 -1.78075 0.0 0.0 0.0 0.00
H 2.91309 4.21186 3.12547 0.0 0.0 0.0 0.00
C 1.70336 -3.44847 -0.15832 0.0 0.0 0.0 0.00
C 2.60379 -1.22731 5.80569 0.0 0.0 0.0 0.00
H 6.13859 2.75937 -2.69120 0.0 0.0 0.0 0.00
C 3.84123 0.26773 -2.69053 0.0 0.0 0.0 0.00
C -2.26964 2.63520 -0.86548 0.0 0.1 0.1 -0.02
O -5.39499 -2.09387 -1.68114 0.0 -0.1 0.3 0.00
C -2.58741 3.94483 -1.25018 0.0 0.0 -0.1 -0.02
H -6.43756 -0.71785 -0.67034 0.0 0.0 0.0 0.00
O -2.76455 -1.22052 -1.22481 -0.1 -0.3 -0.2 -0.05
H -5.12420 -0.02324 -1.66102 0.0 0.0 0.0 0.00
H 2.78561 -3.47651 -0.19364 0.0 0.0 0.0 0.00
H -4.73367 -0.83562 -0.14402 0.0 0.0 0.0 0.00
H 2.79174 -1.64819 1.23623 0.1 -0.1 0.1 0.00
H -1.56340 -3.64249 -4.87989 0.0 0.0 0.0 0.00
C -0.44871 -4.33005 -0.72461 0.0 0.1 0.0 0.00
C -4.61705 -3.35641 -3.46895 -0.1 0.0 0.0 0.03
C -0.99829 -3.25833 -0.05295 0.0 0.0 0.0 0.02
C 2.52743 -0.85311 4.47434 0.0 0.0 0.0 0.00
H 3.94664 -0.08940 0.93764 0.0 0.0 0.0 0.00
C -2.45490 0.35491 1.96246 0.0 0.0 0.1 0.06
H 3.44154 -0.69702 3.91056 0.0 0.0 0.0 0.00
N -0.15576 -1.07191 -2.36596 0.1 -0.2 0.0 0.02
C -3.00170 -1.97834 -2.25194 0.0 0.1 0.2 -0.01
C 3.01170 2.19254 -1.51153 0.1 0.0 0.0 0.00
H 3.67349 -0.73730 -3.05611 0.0 0.0 0.0 0.00
H -2.07028 -3.11601 -0.01752 0.0 0.0 0.0 0.01
H 4.32787 3.88084 -1.42618 0.0 0.0 0.0 0.00
C -2.01400 -2.40884 -3.18394 0.0 0.0 -0.1 0.06
N 1.17142 -0.70090 -2.57676 -0.2 0.1 0.0 0.01
C -0.63595 -1.94704 -3.17359 0.0 0.1 0.1 0.09
H 2.21680 2.66103 -0.94505 0.0 0.0 0.0 0.00
C 4.41078 3.03124 2.13221 0.0 0.0 0.0 0.00
H -2.55602 5.38068 -2.84425 0.0 0.0 0.0 0.00
P 1.08486 -0.17599 2.07174 -0.1 0.2 0.0 0.05
C 1.43926 -1.40763 6.54593 0.0 0.0 0.0 0.00
H 3.57129 -1.37203 6.27225 0.0 0.0 0.0 0.00
N -2.14629 0.90349 0.78636 -0.2 0.0 -0.1 -0.06
C 2.18141 2.26832 2.60915 0.0 0.0 0.0 0.00
C -2.56729 2.15315 0.49893 -0.1 0.1 0.1 0.08
H 0.02970 -2.35641 -3.93481 0.0 0.0 0.0 0.00
H -0.82783 -0.68176 4.14087 0.0 0.0 0.0 0.00
C -3.26683 2.88778 1.46523 0.0 -0.1 0.0 -0.02
C -3.16216 1.01506 2.94669 0.0 0.0 0.0 -0.02
C -2.31647 4.36904 -2.53820 0.0 0.0 0.0 0.03
C 1.51616 0.21645 -1.69965 0.1 0.1 -0.2 0.02
C 1.29250 -0.65786 3.85303 0.1 -0.1 0.0 0.00
H -0.95000 1.52167 -3.75849 0.0 0.0 0.0 0.01
O 0.82780 0.63460 -0.70860 0.0 -0.2 0.0 -0.07
H -5.64390 -3.69013 -3.56900 0.0 0.0 0.0 0.00
C 5.21101 2.23639 -2.48773 0.0 0.0 0.0 0.00
V -1.14030 -0.11779 -0.79527 0.3 0.2 -0.1 2.74
C 3.14790 3.25782 2.66873 0.0 0.0 0.0 0.00
H 1.19342 2.45433 3.01941 0.0 0.0 0.0 0.00
H 5.16546 3.80757 2.17019 0.0 0.0 0.0 0.00
C -3.56218 2.32148 2.68821 0.0 0.0 0.0 0.04
H -2.09749 -0.66008 2.10003 0.0 0.0 0.0 0.01
C -1.41788 2.18738 -3.03658 0.1 -0.1 0.0 -0.01
N 1.79628 -1.51511 1.27193 -0.3 0.1 -0.1 0.00
```
Positions in Å, forces in eV/Å.

Below is C16H23ClMoN2O7P2 as an isolated structure, with properties calculated with ωB97M-V/def2-TZVPD.

Output
Net charge ... +2
LUMO (alpha / beta) ... -8.169 / -7.629 eV
E_HOMO (alpha / beta) ... -14.5 / -14.5 eV
Relative energy (zero: lowest compared OMol25 entry of this formula, charge and spin) ... 16.67 kcal per mole
Multiplicity ... 3

XYZ file:
```
52
Properties=species:S:1:pos:R:3:forces:R:3:mulliken_spin:R:1
P -3.56071 0.00198 -0.67591 -0.7 0.2 0.5 -0.02
C 1.55591 -2.41240 -0.78602 -0.4 0.0 0.0 0.06
H -5.34789 0.96748 -1.47392 0.0 -0.1 0.2 0.00
H -5.47865 -2.25128 -0.31482 0.0 0.0 0.0 0.00
H -1.51320 -1.61359 -3.90723 0.1 0.1 0.1 0.00
O -4.44636 -1.27781 -2.68509 0.0 0.0 -0.1 0.00
C 3.95327 -2.34251 -0.84324 -0.1 0.0 0.0 0.07
C 2.77065 -3.06581 -0.87924 0.1 0.0 0.0 -0.04
H 0.65307 -3.00844 -0.82452 0.1 -0.1 0.0 0.01
H 0.88704 0.41723 3.69025 0.1 0.0 0.0 0.00
C 2.68975 -0.30084 -0.61243 -0.2 0.2 0.0 -0.18
H 3.93006 0.73311 1.83927 0.0 0.0 -0.1 0.00
C -0.30418 3.74883 0.82980 0.0 -0.1 -0.1 -0.08
H 0.70026 2.08704 3.12653 0.1 0.0 -0.1 0.00
C 1.46279 -1.00867 -0.64741 0.5 0.1 0.0 0.00
C -3.77084 -1.63321 -1.49374 0.4 0.2 -0.1 0.00
H 4.82665 -0.39240 -0.67605 0.0 0.0 0.0 0.00
C 1.70925 1.74574 0.56250 0.5 -0.2 0.0 0.02
H -4.65891 -3.55987 -1.18811 0.0 0.0 0.0 0.00
P -2.06278 -2.24405 -1.89629 -0.7 -0.5 -0.9 0.00
O -3.20749 -0.20550 0.85848 -0.3 -0.1 -0.1 0.01
O -2.46328 0.81962 -1.28177 0.7 -0.4 0.2 0.02
H -4.89863 -2.04428 -3.06167 0.0 0.0 0.0 0.00
H 1.30700 5.09126 1.44959 0.0 0.0 0.0 0.00
H -0.25023 0.77802 2.38708 0.0 0.0 -0.1 0.01
C -0.59235 2.57733 0.25413 -0.5 0.3 0.3 0.12
H 1.70368 -0.11442 1.43270 0.0 0.0 0.0 -0.01
N 1.80732 0.82460 1.84137 -0.3 0.2 -0.3 -0.03
H 3.14128 0.02048 3.25130 -0.1 0.0 0.0 0.00
O -1.29487 -1.64001 -0.62566 -1.4 -2.6 0.7 -0.02
H 2.79460 -4.14205 -0.98380 0.0 0.0 0.0 0.00
C 1.06119 4.08269 1.14512 0.2 -0.1 0.0 0.02
N 0.33769 1.54471 0.03466 0.7 1.3 0.9 -0.16
O -4.96166 0.69555 -0.62257 0.0 0.0 -0.3 0.00
H 2.39558 1.65531 -1.43656 0.0 0.1 0.0 0.00
O -1.51199 -1.23806 -3.01083 0.0 -0.1 0.1 0.01
C 3.11567 0.84968 2.54705 0.4 0.0 0.1 0.00
O -1.87163 -3.65229 -2.18915 -0.2 0.0 0.2 0.00
C 3.90438 -0.96112 -0.70163 0.0 -0.1 0.0 -0.02
H 3.69941 1.55855 -0.27825 0.0 0.0 0.0 0.00
C 2.69552 1.20387 -0.48807 -0.1 -0.1 0.1 0.04
H -3.95375 -0.37788 1.45612 0.1 0.0 0.0 0.00
C 2.02496 3.17696 0.96340 -0.2 0.1 0.0 -0.04
C -4.50711 -2.63813 -0.62458 0.0 0.0 0.1 0.00
Mo -0.41178 -0.09048 -0.65054 1.4 1.7 -1.5 2.23
H 4.90728 -2.84523 -0.92651 0.0 0.0 0.0 0.00
H -3.91577 -2.88991 0.25739 0.0 0.0 0.0 0.00
Cl 3.67690 3.65752 1.11860 0.0 -0.1 0.0 -0.01
H 3.22900 1.78266 3.08915 -0.1 0.0 0.0 0.00
H -1.58825 2.39357 -0.11759 0.0 -0.1 0.0 -0.01
C 0.70967 1.04349 2.81919 -0.2 0.1 0.2 0.00
H -1.07754 4.49294 0.94952 0.0 0.0 0.0 0.00
```
Positions in Å, forces in eV/Å.

Below is a 2-piece molecular cluster, C5H15NO overall, with properties calculated with ωB97M-V/def2-TZVPD.

Output
LUMO ... 0.773 eV
E_HOMO ... -8.3 eV
Relative energy (zero: lowest compared OMol25 entry of this formula, charge and spin) ... 32.62 kcal per mole
Structure (SMILES) ... CCCN(C)C.O

XYZ file:
```
22
Properties=species:S:1:pos:R:3:forces:R:3:mulliken_charge:R:1
H -4.40475 -0.17648 2.53767 -0.4 0.3 0.2 0.42
H -1.29544 -1.90151 3.76581 -0.2 0.6 -0.4 0.23
H -2.91538 -2.20672 3.06443 0.1 0.0 0.0 0.31
H -5.95002 -3.01959 3.69036 -0.7 0.5 -0.7 0.32
H -0.31815 1.11627 1.85595 0.0 -0.5 -0.3 0.23
H -2.75623 -1.23905 4.56363 0.3 -0.6 -0.2 0.33
H -3.73206 1.47982 2.65387 0.0 -0.4 0.2 0.29
C -0.46540 0.11139 1.41552 0.9 -0.7 0.7 -0.11
H -2.43319 0.58017 0.87510 -0.2 -0.3 0.4 0.41
C 0.00000 0.00000 0.00000 -0.3 0.5 -1.2 -1.17
O -6.54143 -2.57442 3.04205 -0.3 -0.7 1.0 -0.63
C -1.95078 -0.20167 1.49273 -0.2 0.5 1.0 -0.77
H 1.08112 0.06599 -0.20839 -0.4 0.0 0.4 0.34
H -7.45155 -2.78938 3.34821 1.0 0.2 -0.3 0.32
N -2.35425 -0.11683 2.91377 -0.3 -0.5 0.7 -0.07
H 0.16053 -0.60126 1.98630 -0.6 0.3 0.3 0.26
H -2.25388 -1.18593 1.08675 0.3 0.2 -0.1 0.31
H -4.08018 0.54785 4.14370 0.6 -0.2 -0.3 0.29
H -0.37773 -0.95591 -0.40023 0.3 0.3 -0.1 0.30
C -3.71719 0.47331 3.10481 0.6 -0.6 -1.1 -0.97
H -0.51015 0.82644 -0.52283 0.3 -0.4 -0.5 0.28
C -2.29186 -1.46298 3.58853 -0.8 1.4 0.2 -0.90
```
Positions in Å, forces in eV/Å.